251
Properties=species:S:1:pos:R:3:forces:R:3 method="wB97M-V/def2-TZVPD" homo_ev="-8.13 / -8.13" e_lumo_ev="-0.07 / -1.85" gap_ev="8.05 / 6.28" multiplicity=3 s2=2.00 energy_ev=-255388.8580
Pt 13.26548 18.37956 15.39671 -0.406 0.116 -1.107
N 14.51639 18.49929 17.35544 -0.309 -2.641 -0.411
S 14.89440 19.48753 18.48044 -1.789 4.624 5.323
O 16.08010 20.24410 18.24659 0.308 -0.599 0.049
O 14.55046 19.07287 19.87725 1.207 0.183 -3.751
F 13.77843 20.62733 18.21387 0.167 -1.237 -0.177
S 15.43716 17.17426 17.65276 0.475 0.349 -3.600
O 14.94992 16.15304 18.47576 -0.894 -0.683 0.549
O 16.78983 17.58476 17.72203 0.436 -0.536 0.075
F 15.26420 16.57809 16.06217 -0.037 0.544 1.829
N 11.62721 19.91707 14.90438 -0.292 -0.535 -1.376
S 10.81527 20.61570 16.10379 1.492 7.745 -7.485
O 9.50158 20.95812 15.77249 -2.395 -0.898 -0.069
O 11.60138 21.68216 16.55595 1.113 1.545 1.641
F 10.93168 19.58369 17.01454 0.023 -7.401 7.076
S 11.23904 20.42519 13.37030 -8.859 3.133 4.974
O 10.84962 21.82411 13.30265 2.375 -1.202 0.258
O 10.24265 19.62987 12.75562 -0.352 -1.686 -0.545
F 12.46631 20.04947 12.81925 7.375 -1.225 -3.992
O 14.61276 19.86104 14.43854 -0.719 -1.627 -0.062
P 15.53297 20.82391 13.81046 0.520 2.212 0.044
N 17.05784 20.24101 13.91289 0.231 -1.514 0.757
C 18.19964 20.98960 13.51560 0.122 1.873 0.635
C 17.42891 19.23709 14.90904 -0.784 -0.448 0.373
N 15.18034 22.28021 14.52902 1.018 0.062 -0.334
C 14.52256 22.27708 15.81473 -1.420 0.566 -0.197
C 15.91623 23.49664 14.20475 0.562 0.699 0.728
N 15.51832 21.31471 12.22134 0.407 -1.236 1.666
C 16.03760 20.41028 11.25078 0.273 -1.245 -1.283
C 14.50759 22.19386 11.81431 -1.869 1.019 -0.967
H 18.54918 21.50806 14.41059 0.658 -0.128 0.161
H 17.89240 21.83363 12.91467 0.158 -0.175 -0.812
H 19.01823 20.42849 13.08195 -0.083 -0.317 -0.226
H 18.03476 19.63906 15.72986 -0.294 0.180 -0.047
H 17.99223 18.42329 14.47766 0.473 -0.137 -0.541
H 16.53750 18.74047 15.29870 0.114 0.406 0.186
H 13.62809 22.95450 15.75982 0.839 -0.381 0.285
H 14.10604 21.28175 15.93021 0.075 0.281 0.541
H 15.18578 22.56823 16.63769 -0.068 -0.149 -0.088
H 16.43441 23.86159 15.11119 -0.026 -0.287 -0.174
H 16.70084 23.32191 13.46647 -0.334 0.072 -0.066
H 15.32391 24.38833 13.90401 -0.214 -0.841 -0.136
H 16.56730 19.65314 11.81989 0.243 -0.214 -0.405
H 15.25293 19.86944 10.66594 0.233 0.506 0.405
H 16.74441 20.83510 10.50504 -0.431 0.201 0.545
H 13.68097 21.63871 11.31534 0.545 0.585 -0.231
H 14.94964 22.98315 11.21793 -0.191 0.048 -0.767
H 14.03576 22.73192 12.62840 0.045 -0.247 0.275
O 14.11065 26.45744 21.02120 -1.081 0.372 -0.144
P 12.84827 26.24455 20.25348 -0.105 -0.330 0.388
N 12.74372 27.28562 18.96673 1.660 -0.601 0.855
C 11.71751 27.27186 17.98201 -0.641 0.642 -0.570
C 13.85786 28.18929 18.72154 -0.237 -0.448 0.702
N 11.26322 26.54688 20.81221 1.231 0.495 -0.600
C 10.90385 27.97563 20.99441 -0.497 -0.816 0.460
C 10.79261 25.67005 21.83805 -0.510 0.404 1.366
N 12.75790 24.60728 19.94786 -0.469 0.575 -0.035
C 11.68708 24.06016 19.11865 0.635 -0.194 -0.268
C 13.83462 23.69250 20.26641 -0.286 -1.402 0.138
H 11.96910 26.65985 17.09553 -0.169 0.114 0.276
H 11.58763 28.32417 17.63164 -0.200 -0.671 0.105
H 10.78296 26.92080 18.45339 0.307 0.181 -0.508
H 14.70716 28.04668 19.37082 -0.185 -0.319 0.734
H 13.50897 29.20188 18.87869 0.079 0.490 -0.571
H 14.26895 27.94619 17.78115 0.279 0.496 -1.653
H 11.39984 28.34687 21.90502 -0.353 0.183 -0.159
H 11.19789 28.58350 20.14484 0.147 -0.132 0.019
H 9.79929 28.05437 21.07526 0.601 -0.049 0.202
H 10.92120 26.14971 22.83051 0.246 -0.475 -0.153
H 9.73054 25.47109 21.78168 -0.514 0.058 -0.373
H 11.28626 24.70843 21.78797 0.257 -0.026 0.142
H 11.03562 24.84897 18.76711 -0.179 0.053 0.114
H 12.16500 23.62512 18.24356 -0.230 -0.302 -0.238
H 11.07517 23.27542 19.59230 0.258 0.232 0.175
H 14.11662 23.13476 19.35593 -0.030 0.079 0.236
H 13.53102 22.91655 21.03679 0.066 0.742 -0.747
H 14.72254 24.16308 20.65818 0.002 0.517 0.063
O 21.10734 24.82876 18.36021 -0.685 0.017 0.529
P 20.24779 23.84900 19.08426 0.332 0.051 -0.382
N 20.04417 22.54061 18.04433 0.130 -0.103 0.760
C 19.12700 21.44307 18.26404 -0.584 0.025 -0.062
C 20.68816 22.55001 16.75520 0.536 -0.761 -0.268
N 18.65185 24.15559 19.46438 0.304 -0.531 -1.121
C 18.37166 24.81279 20.70102 0.605 0.026 1.131
C 17.81108 24.51959 18.31447 0.782 0.600 -0.278
N 20.86659 23.56376 20.62616 -0.546 0.006 -1.223
C 22.18802 24.04764 20.93353 0.118 0.428 0.156
C 20.53064 22.30435 21.20846 -1.098 -0.952 1.300
H 18.43967 21.41331 17.40968 -0.163 -0.174 0.087
H 18.52764 21.58824 19.16621 0.051 0.136 -0.211
H 19.56181 20.43622 18.35695 0.438 0.325 -0.132
H 21.40511 21.69391 16.66856 -0.503 0.527 -0.141
H 21.22715 23.47661 16.65445 0.292 0.201 -0.085
H 19.96133 22.49997 15.91740 0.100 -0.136 0.438
H 18.70432 25.86303 20.64676 -0.410 -0.077 0.427
H 17.31407 24.71552 20.94606 -0.039 0.257 -0.025
H 18.97440 24.27621 21.47396 -0.776 0.838 -0.372
H 18.28650 25.35137 17.72984 -0.336 -0.623 0.258
H 17.67440 23.64970 17.65035 -0.170 0.376 0.274
H 16.87145 24.92146 18.68675 -0.218 -0.315 -0.048
H 22.89070 23.25023 20.73408 0.660 -0.168 -0.008
H 22.38486 24.89348 20.26507 0.190 -0.165 0.391
H 22.28383 24.33764 22.00462 -0.210 -0.110 -0.654
H 21.20872 21.51426 20.90528 0.350 -0.314 -0.021
H 19.51728 21.95521 20.95653 0.304 0.318 -0.240
H 20.47113 22.31521 22.31632 0.431 0.211 -0.441
O 12.18886 16.75035 16.34116 -0.805 0.163 -0.407
P 10.82489 16.12352 16.65355 1.648 1.127 0.684
N 11.21647 14.53924 16.80803 -0.994 -0.054 0.002
C 12.53830 14.14388 17.24310 -0.238 -0.043 -0.358
C 10.16546 13.68100 17.34738 -0.015 0.292 0.222
N 9.55041 16.21966 15.65338 0.120 0.888 -0.133
C 9.07670 17.59646 15.32911 -0.172 -0.267 -0.452
C 9.68679 15.41197 14.47486 0.086 -0.837 -0.811
N 10.24586 16.83100 18.00514 0.344 0.902 0.011
C 11.23154 17.12662 19.03505 -0.084 -0.168 1.020
C 8.86551 16.94677 18.42398 0.047 -0.860 0.895
H 12.42826 13.76702 18.25115 0.558 -0.053 0.412
H 13.25162 14.94994 17.14791 0.023 0.043 0.272
H 12.83855 13.36034 16.57468 0.534 -0.757 0.009
H 9.20750 14.18998 17.24001 -0.125 -0.306 -0.145
H 10.35090 13.56849 18.41495 -0.155 -0.229 0.241
H 10.13607 12.68251 16.89656 0.046 0.243 -0.122
H 7.98830 17.62510 15.20148 0.145 -0.225 0.149
H 9.34965 18.28873 16.11172 -0.103 -0.029 0.043
H 9.50999 17.93345 14.37614 0.065 -0.042 0.307
H 10.14245 14.44634 14.73544 0.174 0.454 -0.244
H 8.69108 15.13189 14.14879 -0.187 0.329 -0.620
H 10.29582 15.96211 13.72113 -0.512 -0.659 0.116
H 11.27788 18.19469 19.38694 -0.455 -0.955 -0.346
H 11.01758 16.42149 19.86560 0.246 0.716 0.076
H 12.22367 16.88584 18.68637 0.301 -0.016 -0.142
H 8.63414 16.10825 19.12774 -0.136 0.504 -0.429
H 8.19300 16.91811 17.57944 -0.156 -0.053 -0.038
H 8.71574 17.87122 18.98856 0.072 0.064 -0.196
O 19.74299 11.10198 19.34761 0.655 0.015 0.151
P 18.67061 12.06973 19.61803 0.604 0.863 -0.729
N 17.96202 11.75846 21.03266 -0.499 -0.903 1.818
C 18.62120 10.84407 21.98301 -0.296 0.076 0.103
C 16.84508 12.56628 21.56128 0.093 -1.693 0.431
N 17.58963 12.02811 18.39750 -0.935 -0.902 -1.061
C 16.37275 12.81376 18.34858 0.192 0.456 -0.216
C 17.47323 10.65444 17.89359 0.189 0.195 -1.040
N 18.96364 13.70386 19.68535 -0.472 0.699 -0.639
C 19.71840 14.19486 20.81433 -0.047 -0.824 0.293
C 19.23326 14.46744 18.44386 0.346 -0.662 0.725
H 19.53780 10.41153 21.54884 -0.567 0.259 0.068
H 17.93989 10.01732 22.29926 0.447 0.616 -0.160
H 18.89575 11.46978 22.84466 0.023 -0.496 0.175
H 15.87099 12.11784 21.27388 0.378 0.671 -0.432
H 17.03344 13.57667 21.22230 -0.670 0.363 0.277
H 16.78690 12.43705 22.66434 0.560 0.595 -0.527
H 16.47179 13.66243 19.03110 -0.127 0.000 -0.269
H 16.21289 13.20415 17.31620 -0.060 -0.255 0.611
H 15.50721 12.22795 18.66775 -0.133 -0.004 -0.089
H 17.08390 9.96017 18.62642 -0.035 -0.271 0.398
H 16.83381 10.57077 17.01400 -0.269 0.477 0.022
H 18.45561 10.34698 17.54530 -0.017 -0.274 0.295
H 19.35368 15.16554 21.11667 0.314 0.575 -0.099
H 19.57931 13.54823 21.68620 -0.047 -0.054 -0.140
H 20.77330 14.13745 20.55672 0.339 0.601 0.261
H 18.93537 15.51099 18.46686 -0.127 0.193 0.559
H 18.70665 14.02102 17.62668 -0.193 -0.369 -0.462
H 20.30197 14.40824 18.26030 0.278 0.179 -0.334
O 19.24976 20.11377 23.47815 -1.449 -0.890 -0.464
P 18.22740 19.25196 22.77407 0.550 2.413 0.731
N 16.68499 19.90712 22.45235 0.436 -0.773 1.793
C 15.76581 19.73939 23.66880 1.921 0.638 -1.130
C 16.60763 21.21447 21.80284 -0.104 0.295 -0.209
N 17.94987 17.88381 23.65170 -0.238 -1.307 -0.466
C 18.01921 17.73430 25.08268 -0.454 -0.883 0.403
C 17.20736 16.78671 23.04413 -0.013 -0.035 0.047
N 18.78954 18.94049 21.24976 -0.400 -0.776 0.525
C 20.15477 18.51601 21.23377 1.601 -1.284 -0.851
C 18.03526 18.32812 20.15176 0.937 1.242 0.306
H 15.78259 18.70739 23.97811 -0.258 -0.161 -0.031
H 14.78456 20.01465 23.34349 -0.642 0.220 0.087
H 16.16167 20.34848 24.49786 -0.513 0.016 -0.122
H 16.79911 21.09532 20.73163 -0.447 0.005 -0.004
H 17.29474 22.02334 22.10605 0.165 -0.561 0.563
H 15.60698 21.61285 22.01237 0.074 -0.118 -0.524
H 16.99873 17.74360 25.53833 0.490 0.400 -0.180
H 18.37418 16.70168 25.32797 0.188 0.801 -0.214
H 18.66152 18.48749 25.51016 0.109 0.165 0.220
H 16.18048 16.71052 23.47567 0.538 -0.058 -0.506
H 17.20760 16.90526 21.97375 -0.643 0.301 -0.357
H 17.72574 15.82695 23.14760 0.022 0.012 0.612
H 20.30282 17.39765 21.30948 -0.423 0.760 0.262
H 20.59172 18.72746 20.25554 -0.051 0.256 -0.213
H 20.81332 18.98740 21.95488 -0.399 0.175 0.311
H 18.12160 17.23598 20.14038 -0.141 0.094 -0.127
H 18.51479 18.78430 19.28679 -0.207 -0.579 -0.498
H 17.03243 18.70796 20.17701 -0.584 -0.290 0.128
O 13.05496 17.20681 13.20917 0.377 0.695 -0.751
P 13.40654 16.19722 12.12802 -0.599 2.206 3.157
N 12.82412 14.83266 12.81888 -0.312 -0.840 -1.801
C 13.22330 14.45841 14.16952 -0.399 -0.975 -0.713
C 12.70742 13.76663 11.84827 -1.295 -1.093 -0.530
N 15.03277 16.30812 11.84418 -0.268 -0.043 1.119
C 15.67790 15.26291 11.12932 1.271 -0.431 -1.902
C 15.90265 16.93216 12.85447 0.492 -0.796 -0.402
N 12.71340 16.33319 10.63254 0.764 0.520 0.033
C 11.26230 16.31494 10.63050 -0.509 -0.984 0.023
C 13.27244 17.50764 9.87724 -0.956 -0.944 0.707
H 13.05962 15.29712 14.80404 0.308 0.578 0.532
H 14.26152 14.13082 14.08724 0.147 -0.084 0.759
H 12.58515 13.62958 14.57241 0.490 0.617 -0.705
H 13.12569 14.04388 10.86922 0.045 -0.370 0.472
H 11.63694 13.51271 11.62462 0.670 0.127 0.366
H 13.15011 12.86264 12.23700 0.402 -0.384 -0.105
H 15.05404 14.89183 10.29748 0.304 0.363 0.183
H 16.64109 15.65376 10.72949 -0.646 -0.049 -0.206
H 16.02464 14.37333 11.64576 -0.384 -0.213 0.913
H 15.44324 17.75727 13.34464 -0.411 0.838 -0.128
H 16.19421 16.26783 13.67197 -0.035 -0.421 -0.128
H 16.82234 17.19848 12.31973 -0.122 0.311 0.230
H 10.92648 15.31420 10.96995 -0.027 0.783 0.106
H 10.81375 17.12381 11.23278 0.030 -0.242 -0.306
H 10.97482 16.34900 9.58343 -0.353 0.356 -0.022
H 12.68682 17.62135 8.95977 0.052 0.122 0.274
H 14.27938 17.23038 9.61759 0.451 0.543 -0.017
H 13.15601 18.36172 10.56024 0.443 0.286 -0.715
O 12.17168 18.30412 24.14370 0.051 0.484 0.058
P 11.07880 19.28303 23.94017 0.384 -0.274 -1.109
N 10.59413 19.94940 25.35149 0.039 -0.250 0.187
C 9.30401 20.56882 25.33975 0.925 1.366 -0.038
C 11.04860 19.43677 26.61508 0.673 -0.228 0.283
N 9.87181 18.53129 23.05274 0.494 -0.563 0.797
C 8.79509 19.13959 22.35886 -0.475 0.065 -1.032
C 9.82903 17.08088 23.02817 0.186 -0.415 -0.004
N 11.25442 20.67382 23.00837 0.349 -0.634 -0.328
C 11.54824 20.42335 21.59397 1.205 -0.357 0.370
C 11.92260 21.80728 23.58918 -1.144 0.375 0.314
H 8.58522 19.89381 25.74687 -1.015 -0.202 0.253
H 9.11353 20.86835 24.31555 -0.586 -0.070 -0.033
H 9.40415 21.50894 25.90257 -0.561 -0.243 0.187
H 12.12776 19.27664 26.53069 -0.240 -0.246 0.221
H 10.54798 18.50667 26.88670 0.034 -0.219 0.075
H 10.87910 20.13895 27.43819 -0.087 0.198 -0.304
H 8.98525 20.18603 22.16908 -0.245 0.367 0.413
H 8.73027 18.72097 21.35392 0.117 -0.279 -0.340
H 7.80330 18.93319 22.77533 0.067 0.323 0.411
H 8.87341 16.72620 23.41357 -0.115 -0.079 0.413
H 9.83413 16.68755 21.98906 0.412 0.302 0.314
H 10.67273 16.67763 23.62305 -0.592 0.125 -0.541
H 11.34577 19.35261 21.52455 -0.176 0.239 -1.127
H 11.03259 21.07641 20.87132 -0.240 -0.337 0.404
H 12.63850 20.53153 21.38600 -0.536 0.009 0.171
H 12.95770 21.89638 23.35483 0.980 -0.118 -0.318
H 11.78467 21.74939 24.65123 0.251 0.089 0.579
H 11.40979 22.70689 23.28678 -0.034 0.572 -0.343